ORCA calculation (the ωB97M-V functional and the def2-TZVPD basis) on C27H58CrN3O5SSi4 as an isolated structure.

```
99
Properties=species:S:1:pos:R:3:forces:R:3:lowdin_spin:R:1
Cr -0.08988 -0.77585 0.47690 -0.418 0.110 -0.493 3.839
C -3.70781 -0.30836 4.65831 -0.020 -0.025 0.026 0.001
N -2.67650 0.22618 3.78182 0.006 0.014 -0.130 0.006
C -1.79065 1.24405 4.33073 0.069 0.012 -0.035 0.000
C -2.53593 -0.17391 2.51000 -0.011 0.011 -0.069 0.009
O -1.70634 0.30819 1.73686 -0.061 0.018 0.181 0.036
C -3.47301 -1.28070 2.03364 -0.036 -0.019 0.088 0.001
O -3.06244 -1.80456 0.79649 0.075 0.005 0.020 0.005
C -3.73102 -1.34257 -0.34057 -0.031 -0.064 -0.118 0.001
C -2.76374 -0.72594 -1.34632 0.026 0.136 0.018 0.006
O -1.57338 -0.53955 -1.06632 -0.024 -0.210 -0.067 0.022
N -3.26252 -0.41627 -2.55181 0.100 0.000 0.164 0.004
C -4.67767 -0.47994 -2.88028 -0.053 -0.032 -0.014 0.000
C -2.42615 0.24462 -3.54368 0.078 0.002 0.004 0.000
H -3.74168 0.30482 5.55465 -0.018 0.000 0.002 0.000
H -3.49333 -1.33605 4.95790 -0.009 -0.009 0.010 0.000
H -4.69321 -0.26780 4.19430 -0.002 -0.017 0.004 0.000
H -2.33374 2.17368 4.50713 0.001 0.001 0.004 0.000
H -0.98546 1.43326 3.62615 -0.031 -0.005 0.037 0.000
H -1.37582 0.88972 5.27507 0.012 0.018 0.007 0.000
H -4.49661 -0.89076 1.97973 0.025 -0.013 0.012 0.000
H -3.47058 -2.09922 2.75467 0.016 0.026 -0.023 0.000
H -4.50764 -0.60971 -0.09534 0.037 0.017 -0.012 0.000
H -4.22157 -2.19748 -0.81946 -0.001 0.050 0.029 0.000
H -5.18325 -1.28150 -2.34969 -0.003 0.021 -0.009 0.000
H -4.77453 -0.67637 -3.94699 -0.006 0.004 0.012 0.000
H -5.17258 0.46821 -2.65851 -0.009 0.001 -0.001 0.000
H -1.43311 0.39665 -3.13406 -0.029 0.017 -0.020 0.000
H -2.85548 1.21347 -3.79923 0.002 0.006 -0.005 0.000
H -2.37248 -0.36479 -4.44829 -0.001 0.003 0.005 0.000
O -0.77639 -2.33529 2.35840 0.031 -0.052 -0.036 0.021
C 0.33523 -2.21057 3.23676 -0.055 0.002 0.081 0.004
C 1.62807 -2.25502 2.47489 0.098 0.081 -0.109 0.011
C 2.71026 -2.99764 2.90759 0.034 0.050 -0.060 -0.002
C 3.86210 -3.02329 2.13283 -0.029 0.023 -0.024 0.012
C 3.88780 -2.30709 0.94930 -0.064 0.015 0.041 -0.001
C 2.76780 -1.57577 0.59136 -0.005 -0.027 0.094 0.018
N 1.65808 -1.54492 1.33349 0.228 -0.198 0.272 0.000
H -0.66396 -3.11385 1.79232 0.007 0.026 -0.032 0.001
H 0.32237 -2.98230 4.01112 0.004 0.034 -0.028 0.000
H 0.21830 -1.23509 3.71843 0.026 -0.042 0.009 0.001
H 2.64404 -3.55298 3.83252 0.008 -0.018 0.018 0.000
H 4.71975 -3.59948 2.44971 0.038 -0.017 0.006 0.001
H 4.75829 -2.29042 0.31031 0.033 -0.015 0.000 0.000
H 2.74888 -0.97847 -0.30857 0.000 0.017 -0.024 0.004
C 0.20058 4.79977 -1.08522 -0.021 -0.053 0.033 -0.003
Si -0.48003 3.26189 -0.23334 -0.019 -0.043 0.042 -0.005
C -1.02985 3.75563 1.50338 0.023 -0.010 -0.051 0.000
C -2.08226 2.83816 -1.14562 0.019 0.055 0.036 0.000
Si 1.01229 1.44302 -0.13933 0.187 0.115 -0.116 -0.021
Si 2.57690 2.19472 1.45720 -0.043 -0.012 0.030 -0.004
C 2.87483 4.05568 1.44950 -0.012 -0.053 -0.017 -0.003
C 1.96026 1.75739 3.19564 0.032 0.026 -0.047 0.001
C 4.28790 1.40341 1.29518 -0.055 0.031 0.018 0.001
Si 2.20510 1.61129 -2.16801 -0.032 0.009 0.028 -0.006
C 3.32738 3.12056 -2.28013 -0.045 -0.044 0.038 -0.004
C 1.04304 1.68822 -3.65936 0.052 0.006 0.038 0.000
C 3.33143 0.12834 -2.53278 -0.005 0.072 -0.013 0.001
H -0.48229 5.63773 -0.92668 -0.036 0.027 -0.011 0.000
H 0.29524 4.65029 -2.16198 0.024 -0.022 -0.048 0.000
H 1.17719 5.08999 -0.70122 0.050 0.013 0.039 0.000
H -1.65602 4.64987 1.45695 -0.022 0.023 0.004 0.000
H -0.19381 3.96650 2.16999 0.040 0.021 0.026 0.000
H -1.61601 2.94807 1.94150 -0.031 -0.046 0.016 0.000
H -2.81522 3.63341 -0.98760 -0.018 0.031 -0.011 0.000
H -2.50446 1.90419 -0.77540 -0.025 -0.039 0.043 0.000
H -1.91666 2.74808 -2.21918 0.018 -0.027 -0.059 0.000
H 1.95972 4.62012 1.62766 -0.043 0.028 0.000 0.000
H 3.29362 4.39288 0.50114 0.019 0.007 -0.054 0.000
H 3.58558 4.31690 2.23712 0.024 0.001 0.033 0.000
H 1.14887 2.42176 3.49811 -0.037 0.020 0.000 0.000
H 2.76205 1.85694 3.93076 0.024 0.019 0.031 0.000
H 1.58746 0.73180 3.23844 -0.002 -0.060 -0.010 0.001
H 4.67034 1.43022 0.27444 0.015 0.013 -0.071 0.000
H 4.29369 0.36702 1.62970 -0.007 -0.067 0.022 0.000
H 4.99276 1.95014 1.92612 0.023 0.022 0.016 0.000
H 2.76186 4.04927 -2.21174 -0.034 0.040 0.014 0.000
H 3.85844 3.12147 -3.23440 0.015 -0.009 -0.053 -0.001
H 4.07544 3.12861 -1.48691 0.039 -0.005 0.053 0.000
H 0.22857 2.39848 -3.51407 -0.051 0.043 0.007 0.000
H 0.61059 0.70891 -3.87169 -0.030 -0.066 0.008 0.000
H 1.60053 1.99646 -4.54663 0.014 0.007 -0.038 0.000
H 4.14813 0.03668 -1.81458 0.039 -0.006 0.049 0.000
H 3.78445 0.27419 -3.51700 0.019 -0.018 -0.018 0.000
H 2.78952 -0.81977 -2.56028 -0.051 -0.038 0.003 0.000
O -0.05643 -2.96434 -0.33365 -0.081 -0.069 0.225 0.030
S -0.88444 -3.47452 -1.49856 0.006 0.094 0.029 0.006
C -0.03184 -2.91311 -2.99319 0.009 -0.035 -0.034 0.002
C 0.04365 -4.12538 -3.90881 -0.020 0.011 -0.016 0.000
C 0.48475 -5.27959 -3.01061 -0.005 -0.011 0.017 0.000
C -0.38746 -5.20936 -1.75524 0.043 0.002 -0.023 0.002
H 0.95505 -2.60272 -2.64140 -0.003 0.014 0.006 0.001
H -0.55457 -2.05039 -3.39622 -0.040 0.042 -0.035 0.000
H 0.73221 -3.94954 -4.73442 0.013 -0.004 0.011 0.000
H -0.93698 -4.33686 -4.34320 -0.001 0.005 -0.010 0.000
H 1.53437 -5.15673 -2.74074 0.008 0.019 0.000 0.000
H 0.38161 -6.24528 -3.50285 0.011 -0.008 0.009 0.000
H 0.12265 -5.49679 -0.83750 -0.011 -0.036 0.015 0.000
H -1.30224 -5.79302 -1.84755 -0.022 0.010 -0.034 0.000
```
Forces are in eV/Å.

Expectation value of S²: 6.04
Frontier orbital gap (spin up / spin down) (eV): 7.108 / 6.923
Molar mass (g/mol): 701.18
Total energy (eV): -114413.8731
HOMO energy (spin up / spin down) (eV): -9.15 / -9.09
Energy above the lowest of the compared OMol25 structures with the same formula, charge and spin (kcal/mol): 8.52
Net charge: +1
Multiplicity: 5


ORCA calculation (the ωB97M-V functional and the def2-TZVPD basis) on a 7-piece molecular cluster, C27H59B3Br12IN6O6 overall.

```
114
Properties=species:S:1:pos:R:3:forces:R:3:mulliken_charge:R:1
C -4.42608 -1.01111 4.22469 0.175 0.207 1.050 -0.575
C -2.90057 -1.18967 4.66092 0.910 -0.304 -0.672 -0.400
C -1.90779 -1.41079 3.40763 -1.990 -1.035 -1.052 0.466
O -2.34138 -1.83648 2.32557 1.892 1.643 2.907 -0.570
O -0.54184 -1.13720 3.66293 -1.755 1.025 -0.916 -0.492
C 0.01566 -0.22298 2.68536 2.054 0.296 -0.667 -0.489
C -0.31433 1.32357 2.98699 -0.969 -0.290 0.946 -0.745
C -0.43784 2.23661 1.68257 -0.558 -0.501 -0.636 0.864
C -1.78259 1.69733 1.01593 -0.954 -0.277 -0.941 0.120
C -2.22319 2.39016 -0.35126 0.230 0.845 -0.540 -0.693
N -0.76162 3.71391 1.85313 0.129 2.468 0.507 0.456
B -0.83937 4.22855 3.26357 -1.990 0.042 1.259 0.127
N 0.12641 5.16261 3.90766 -0.877 0.516 -2.243 -0.648
O -1.98736 3.80361 4.03536 2.831 0.853 -0.821 -0.247
C -0.13769 4.56097 0.85783 1.698 -3.899 1.196 -0.128
N -0.51265 5.68774 0.29393 0.455 -0.827 0.269 -0.203
I -2.29028 6.57041 0.82476 0.191 -0.255 0.294 0.241
C 0.31472 6.36175 -0.76680 1.045 1.674 -1.184 -0.142
C -0.53910 7.11903 -1.88000 0.675 -0.514 -1.187 -1.091
C -1.54896 6.14662 -2.70134 -0.699 0.854 2.354 -0.061
O -2.78215 6.90139 -2.91692 0.879 -0.333 0.037 -0.513
N 1.08212 3.85144 0.47249 -1.749 1.028 -0.248 -0.103
C 0.90524 2.38537 0.82731 1.687 -1.006 -0.579 0.086
B 2.36642 2.14065 1.57957 1.199 -0.887 1.625 0.450
N 2.65882 2.74803 2.93605 -0.897 -0.106 -2.100 -0.630
O 3.44999 1.40147 0.99391 -1.790 2.073 -0.095 -0.622
B 1.11074 1.41517 -0.48979 -0.612 -0.652 -1.530 0.190
O 1.22778 -0.02776 -0.38927 -1.186 2.102 0.753 -0.662
N 1.14067 1.97953 -1.89829 0.253 -1.549 0.725 -0.029
C 0.57950 0.91084 -2.81423 -0.100 -0.210 -0.321 -0.869
C 2.56239 2.26276 -2.31433 -0.268 0.778 -0.261 -0.925
H -4.68045 -1.44651 3.20988 0.491 0.450 1.335 0.311
H -5.05710 -1.49864 5.05149 0.749 0.682 -1.426 0.330
H -4.65015 0.10544 4.25714 0.183 -1.531 -0.242 -0.130
H -2.52331 -0.27798 5.22345 -0.462 -1.173 -0.586 0.324
H -2.76255 -2.10184 5.33967 -0.132 1.267 -0.938 0.356
H 1.15636 -0.32275 2.80390 -1.700 -0.127 -0.229 0.147
H -0.20983 -0.55800 1.62903 -0.017 0.435 1.425 0.430
H -1.34297 1.32523 3.50344 1.511 0.189 -0.740 0.350
H 0.44801 1.65646 3.75652 -0.999 -0.066 -0.993 0.284
H -2.62084 1.91700 1.77378 1.405 -0.348 -0.971 -0.387
H -1.82644 0.57061 0.84654 0.469 1.392 0.404 0.402
H -2.69386 1.66627 -1.10866 0.590 1.008 1.348 0.419
H -2.95758 3.25009 -0.14638 0.904 -1.337 -0.303 0.167
H -1.35265 2.88302 -0.92780 -0.991 -0.874 0.872 -0.123
H -0.36857 6.06558 4.05532 0.441 -0.802 0.581 0.304
H 0.89529 5.43072 3.26284 -0.473 -0.311 0.716 0.245
H -1.79494 3.99365 4.97666 -0.306 -0.123 -0.565 0.189
H 0.99789 7.15519 -0.28854 -1.098 -1.252 -0.360 0.259
H 1.01620 5.64675 -1.30801 -1.225 0.343 1.102 0.186
H 0.22018 7.48100 -2.66593 -0.887 -0.386 1.411 0.352
H -1.05596 8.07048 -1.51413 0.585 -1.513 -0.328 0.460
H -1.08918 5.77957 -3.66807 -0.902 0.534 1.168 0.350
H -1.85327 5.29048 -1.99271 0.816 0.711 -1.311 0.035
H -3.04313 7.30573 -2.05878 0.342 -0.539 -0.903 0.288
H 1.86545 4.28593 0.97798 -0.350 0.089 -0.497 0.481
H 2.58051 2.04867 3.68104 0.457 0.618 -0.165 0.318
H 2.06982 3.57063 3.10084 0.079 -0.784 0.642 0.263
H 4.15674 2.06672 0.80637 -0.236 -0.967 0.496 0.172
H 0.34612 -0.44902 -0.42221 0.733 -0.002 -0.060 0.362
H 1.39114 0.11651 -2.99489 -1.499 0.911 0.078 0.454
H 0.22127 1.36392 -3.81018 0.782 -0.489 1.413 0.285
H -0.35974 0.42314 -2.36925 1.528 0.780 -0.564 0.004
H 3.30817 1.52025 -1.88042 -0.775 0.938 -0.489 0.204
H 2.77220 3.34269 -1.97670 0.180 -1.633 -0.598 0.133
H 2.60240 2.17782 -3.45509 0.069 0.364 1.571 0.478
Br -0.89899 -1.97679 -3.65433 -0.091 -0.224 -0.111 -0.080
C -0.10599 -1.97017 -5.43554 -0.250 -0.126 -0.069 -0.608
C 1.07152 -2.90789 -5.51324 0.232 0.142 -0.074 -0.355
Br 2.64243 -2.13348 -4.65863 0.039 -0.059 0.054 -0.130
H 0.15058 -0.93681 -5.66658 0.070 -0.153 0.055 0.401
H -0.90479 -2.29918 -6.10170 0.098 -0.052 0.082 0.388
H 1.36397 -3.07269 -6.55085 -0.104 0.020 0.076 0.373
H 0.88933 -3.86895 -5.03569 -0.036 0.185 -0.059 0.065
Br -3.95986 -5.23526 -3.54677 0.013 -0.075 -0.059 -0.150
C -2.65866 -6.67849 -3.69937 -0.105 0.077 0.222 -0.485
C -1.29782 -6.15152 -4.07688 0.054 -0.194 -0.171 -0.424
Br -1.21690 -5.69232 -5.97095 -0.045 0.087 -0.023 -0.142
H -3.05887 -7.39296 -4.41774 0.117 0.131 0.025 0.428
H -2.62965 -7.13992 -2.71103 0.104 0.081 -0.074 0.206
H -0.53708 -6.92019 -3.93826 -0.311 0.126 -0.098 0.134
H -1.01155 -5.25882 -3.52100 -0.114 -0.115 -0.021 0.373
Br -8.31054 2.94351 4.42759 0.099 0.079 -0.085 -0.143
C -7.47492 2.92497 2.66760 -0.312 -0.131 0.116 -0.656
C -6.28845 1.99420 2.63453 0.139 0.098 -0.125 -0.664
Br -4.73976 2.78870 3.51471 -0.107 -0.038 -0.142 -0.126
H -7.22066 3.95609 2.42537 0.053 -0.163 0.026 0.365
H -8.25372 2.57782 1.98717 0.129 -0.012 0.032 0.401
H -5.96988 1.81456 1.60672 -0.059 0.029 0.073 0.420
H -6.47691 1.03915 3.12377 -0.062 0.155 -0.038 0.389
Br -1.42716 -6.79022 0.18133 -0.004 -0.058 -0.116 -0.152
C -0.12750 -8.23568 0.03278 -0.087 0.076 0.244 -0.505
C 1.23493 -7.71025 -0.34285 0.113 -0.148 -0.136 -0.465
Br 1.31805 -7.25329 -2.23595 0.258 -0.003 0.262 -0.081
H -0.52724 -8.95015 -0.68587 0.121 0.110 0.044 0.398
H -0.10138 -8.69670 1.02123 0.074 0.068 -0.086 0.343
H 1.99556 -8.47945 -0.20251 -0.075 0.061 0.011 0.202
H 1.52110 -6.81848 0.21202 -0.096 -0.142 -0.079 0.333
Br 2.65824 -7.15907 2.96489 -0.030 -0.074 -0.023 -0.141
C 3.95556 -8.60588 2.81127 -0.068 0.063 0.283 -0.575
C 5.31753 -8.08141 2.43291 0.160 -0.136 -0.240 -0.570
Br 5.39554 -7.62175 0.54046 -0.045 0.059 0.093 -0.128
H 3.55364 -9.31874 2.09236 0.137 0.108 0.039 0.346
H 3.98243 -9.06873 3.79872 0.046 0.052 -0.097 0.362
H 6.07708 -8.85190 2.57044 -0.119 0.030 0.022 0.341
H 5.60532 -7.19011 2.98912 -0.132 -0.122 -0.041 0.373
Br 6.43063 -1.01531 -3.78214 -0.129 0.110 0.042 -0.114
C 6.33178 0.92542 -3.64231 0.133 -0.254 -0.238 -0.364
C 7.11400 1.42840 -2.45628 -0.071 0.341 0.079 -0.564
Br 6.14684 1.11974 -0.79172 0.137 -0.139 -0.029 -0.083
H 5.27526 1.18900 -3.60490 0.145 0.000 0.078 0.097
H 6.76204 1.29892 -4.57262 0.005 0.027 0.138 0.385
H 7.24517 2.50976 -2.51250 -0.018 -0.099 -0.047 0.346
H 8.08882 0.95398 -2.35084 -0.177 -0.011 -0.043 0.369
```
Forces are in eV/Å.

Frontier orbital gap (eV): 6.523
Molar mass (g/mol): 1681.99
Total energy (eV): -900817.7992
HOMO energy (eV): -10.96
Net charge: +1


Which formula does entry 1 have?
C27H58CrN3O5SSi4


The lowest molar mass belongs to which entry?
C27H58CrN3O5SSi4


Which of these has the highest total energy?
C27H58CrN3O5SSi4